Entry 1:
Entry from OMol25: a single C5H3Br molecule in a non-equilibrium geometry (wB97M-V/def2-TZVPD).

For the lowest unoccupied orbital energy (alpha / beta), the calculation gives -0.8 / -0.8 eV. For the orbital gap (alpha / beta), the calculation gives 7.3685 / 7.3737 eV. As for the charge: 0.

The geometry in XYZ format:
```
9
Properties=species:S:1:pos:R:3:forces:R:3:mulliken_charge:R:1
C -1.465 -1.284 -0.564 -3.20 -1.08 0.33 -0.63
C -0.534 -0.365 -0.633 -0.55 -1.12 0.47 -0.43
C 0.289 0.094 0.311 1.59 -0.63 -0.24 0.91
C 0.592 1.409 0.512 -1.11 0.74 -0.07 -0.26
C 1.580 0.592 0.933 0.23 0.74 -1.37 -0.33
Br 3.425 0.885 0.426 -0.40 -0.35 0.33 -0.11
H -1.386 -2.058 0.226 -0.07 0.61 -0.20 0.24
H -2.550 -1.300 -0.986 2.51 0.01 -0.37 0.24
H 0.049 2.026 -0.224 1.00 1.08 1.11 0.38
```
Forces are in eV/Å.



Entry 2:
Entry from OMol25: C38H47As3CsN7S as an isolated structure in a non-equilibrium geometry (wB97M-V/def2-TZVPD).

For the lowest unoccupied orbital energy, the calculation gives 0.1 eV. For the orbital gap, the calculation gives 6.0671 eV. As for the charge: 0.

The geometry in XYZ format:
```
97
Properties=species:S:1:pos:R:3:forces:R:3:mulliken_charge:R:1
Cs 0.159 0.146 0.121 -0.94 0.57 0.34 2.29
C 2.976 4.063 3.497 0.00 -0.03 0.00 -0.63
C 2.642 2.764 3.859 -0.07 0.10 -0.04 -0.55
C 2.594 1.759 2.908 0.05 -0.14 0.02 -0.22
C 2.920 2.007 1.568 -0.01 -0.20 -0.12 -0.51
C 3.245 3.325 1.216 -0.06 0.01 -0.02 0.19
C 3.267 4.332 2.165 0.02 0.02 0.01 -0.76
N 2.800 0.988 0.635 0.17 0.14 0.11 0.23
C 3.786 0.683 -0.191 0.11 0.03 0.04 0.05
C 5.150 1.123 -0.005 -0.14 -0.01 0.03 -0.58
C 6.155 0.710 -0.819 0.15 0.04 0.01 -0.66
C 5.926 -0.163 -1.909 -0.10 -0.02 0.01 -0.83
C 4.650 -0.579 -2.145 0.19 0.00 -0.07 -0.39
C 3.571 -0.171 -1.331 -0.58 -0.13 -0.16 -0.55
N 2.264 -0.563 -1.621 1.09 -0.32 -0.68 0.98
N 2.109 -1.129 -2.748 -0.55 -0.01 0.32 -0.95
C 0.791 -1.598 -3.032 0.80 0.20 -0.24 -0.38
C 0.499 -1.667 -4.400 -0.12 -0.04 0.04 -0.37
C -0.724 -2.163 -4.792 -0.04 0.00 0.00 -0.47
C -1.618 -2.594 -3.816 -0.02 -0.01 0.07 -0.77
C -1.229 -2.498 -2.492 -0.14 -0.01 -0.14 -0.15
N -0.054 -2.014 -2.098 0.23 0.12 0.23 0.27
H 3.013 4.851 4.236 -0.01 0.04 0.05 0.39
H 2.411 2.530 4.890 0.00 0.00 0.08 0.43
H 2.329 0.745 3.190 0.00 -0.01 0.00 0.40
H 3.471 3.541 0.179 0.02 0.01 -0.04 0.56
H 3.523 5.339 1.861 0.01 0.05 0.00 0.40
H 5.369 1.766 0.835 -0.02 0.01 0.02 0.41
H 7.165 1.049 -0.615 0.01 0.00 0.00 0.37
H 6.748 -0.496 -2.525 0.03 -0.02 -0.05 0.39
H 4.435 -1.248 -2.966 -0.03 -0.01 -0.02 0.46
H 1.242 -1.331 -5.108 0.03 0.00 -0.01 0.52
H -0.978 -2.219 -5.843 -0.03 -0.02 -0.01 0.38
H -2.585 -3.003 -4.067 -0.02 0.00 -0.04 0.42
H -1.894 -2.829 -1.700 -0.01 -0.02 0.01 0.35
C -1.611 0.163 5.443 -0.11 0.08 0.02 -1.40
As -1.581 -0.313 3.539 0.04 -0.12 -0.09 0.75
C -3.172 0.718 3.021 0.01 -0.09 0.05 -1.23
C -2.569 -2.032 3.634 -0.09 0.23 -0.13 -1.68
C -1.785 -3.319 3.952 -0.11 -0.01 -0.12 2.88
C -0.675 -3.056 4.971 0.15 0.05 0.06 -2.17
C -1.207 -3.961 2.689 0.05 -0.16 -0.13 -1.45
As -0.013 -2.919 1.511 -0.08 -0.55 0.15 0.39
C 1.699 -3.088 2.460 -0.05 0.00 -0.02 -1.18
C 0.287 -4.419 0.282 -0.01 -0.01 0.09 -1.38
C -2.750 -4.320 4.609 0.06 -0.11 0.25 -2.05
As -4.333 -5.106 3.725 -0.13 -0.03 -0.01 0.25
C -4.650 -4.003 2.132 -0.15 -0.03 -0.08 -0.85
C -3.473 -6.615 2.811 0.00 0.02 -0.03 -1.04
H -2.500 -0.245 5.929 0.03 0.03 0.02 0.41
H -1.640 1.252 5.523 0.02 -0.03 0.03 0.45
H -0.718 -0.198 5.948 -0.01 -0.01 0.00 0.35
H -4.001 0.482 3.691 -0.02 0.04 -0.04 0.43
H -3.446 0.452 2.000 -0.03 0.01 -0.02 0.33
H -2.969 1.787 3.052 0.02 -0.02 0.02 0.39
H -3.088 -2.126 2.670 0.24 0.07 0.28 0.17
H -3.345 -1.869 4.392 0.05 -0.04 -0.04 0.68
H 0.065 -2.336 4.612 -0.07 0.01 -0.06 0.15
H -0.138 -3.980 5.194 -0.01 -0.03 0.01 0.51
H -1.084 -2.674 5.907 -0.05 0.00 0.02 0.40
H -2.032 -4.248 2.023 0.30 0.06 0.19 -0.56
H -0.685 -4.889 2.953 -0.02 0.05 0.03 0.75
H 1.752 -4.044 2.986 0.03 0.05 -0.02 0.38
H 1.838 -2.269 3.163 0.00 -0.01 0.03 0.24
H 2.499 -3.034 1.721 -0.01 0.00 0.00 0.46
H 0.634 -5.294 0.835 0.00 0.02 -0.06 0.45
H 1.021 -4.127 -0.466 0.01 -0.01 0.00 0.33
H -0.647 -4.659 -0.228 0.02 -0.01 -0.01 0.32
H -3.139 -3.875 5.532 0.05 -0.02 -0.06 0.58
H -2.186 -5.210 4.918 0.00 0.07 0.03 0.54
H -5.019 -3.021 2.419 -0.05 -0.04 -0.02 0.28
H -5.436 -4.515 1.577 -0.02 0.02 -0.05 0.45
H -3.779 -3.892 1.487 -0.14 0.00 0.00 0.12
H -2.959 -7.223 3.555 0.01 -0.04 0.01 0.33
H -2.759 -6.304 2.050 -0.01 -0.01 0.01 0.23
H -4.251 -7.223 2.351 0.01 -0.02 -0.03 0.41
N -0.292 5.014 -1.596 -0.03 -0.12 -0.13 0.06
C -0.076 4.530 -2.872 0.02 0.24 -0.03 0.54
C 0.133 5.161 -4.092 -0.01 -0.11 -0.03 -1.29
C 0.330 4.337 -5.181 0.02 -0.08 -0.07 -0.39
C 0.320 2.936 -5.062 0.01 0.12 0.01 -0.71
C 0.110 2.322 -3.847 -0.02 0.07 -0.04 -0.31
C -0.091 3.141 -2.738 -0.02 -0.20 0.03 0.14
N -0.310 2.789 -1.415 -0.10 0.22 -0.07 -0.07
C -0.420 3.922 -0.782 0.02 0.04 0.49 0.29
C -0.587 4.060 0.673 0.11 -0.18 -0.39 -0.32
C -0.701 5.235 1.350 -0.02 -0.13 0.08 -0.41
S -0.725 4.931 3.025 0.00 0.20 0.07 -0.25
C -0.584 3.265 2.705 0.01 -0.31 -0.09 -0.21
N -0.538 2.928 1.453 0.00 0.45 0.20 0.22
H -0.295 5.977 -1.310 0.01 -0.03 -0.01 0.20
H 0.143 6.236 -4.196 0.01 0.09 0.03 0.39
H 0.503 4.778 -6.153 0.00 0.02 -0.04 0.38
H 0.485 2.333 -5.943 0.01 -0.03 -0.06 0.44
H 0.107 1.246 -3.753 0.01 -0.10 0.04 0.44
H -0.754 6.235 0.964 -0.01 0.17 -0.06 0.40
H -0.517 2.552 3.511 0.00 -0.07 0.05 0.31
```
Forces are in eV/Å.



Entry 3:
Entry from OMol25: C27H71BI2NO10P as an isolated structure in a non-equilibrium geometry (wB97M-V/def2-TZVPD).

For the lowest unoccupied orbital energy, the calculation gives -0.6 eV. For the orbital gap, the calculation gives 8.5113 eV. As for the charge: 0.

The geometry in XYZ format:
```
113
Properties=species:S:1:pos:R:3:forces:R:3:mulliken_charge:R:1
C -4.787 -2.209 -2.675 0.24 0.40 0.22 -1.32
C -4.807 -0.695 -2.813 0.03 -0.44 0.04 0.35
O -4.271 -0.331 -4.085 -0.14 -0.05 -0.13 -0.44
C -4.626 1.001 -4.441 0.02 0.04 0.28 -0.46
B -3.772 2.036 -3.594 -0.11 0.17 -0.73 -0.34
C -2.201 1.917 -3.635 -0.19 -0.45 1.02 -0.47
I -1.757 2.893 -5.495 -0.22 0.17 -0.07 0.03
C -1.400 2.432 -2.428 0.23 -0.04 -0.24 0.10
C 0.011 2.946 -2.664 0.05 -0.09 0.43 -1.58
I -1.262 0.751 -1.060 -0.13 0.11 0.06 0.14
P -4.676 3.333 -2.498 0.12 -0.30 1.07 0.94
N -4.519 3.031 -0.974 0.36 -0.09 -0.62 -0.54
O -6.209 3.409 -2.955 0.16 0.22 -0.39 -0.56
O -4.201 4.839 -2.867 -0.18 0.08 -0.18 -0.54
H -3.802 -2.541 -2.350 0.00 -0.17 -0.20 0.24
H -5.050 -2.673 -3.624 -0.06 -0.07 0.04 0.37
H -5.484 -2.511 -1.893 -0.05 -0.04 -0.07 0.32
H -4.197 -0.268 -2.008 -0.17 0.24 0.02 0.06
H -5.832 -0.319 -2.722 0.03 0.12 -0.02 0.23
H -4.402 1.130 -5.504 0.06 -0.03 0.00 0.38
H -5.705 1.159 -4.332 -0.01 -0.10 0.02 0.31
H -1.979 0.864 -3.804 0.23 0.10 -0.33 0.58
H -1.967 3.156 -1.848 -0.07 0.04 -0.08 0.14
H 0.672 2.151 -3.007 -0.01 0.08 -0.23 0.38
H 0.415 3.310 -1.717 0.00 -0.03 -0.04 0.42
H 0.017 3.780 -3.366 -0.02 -0.07 -0.09 0.44
H -3.929 2.218 -0.810 -0.09 0.05 0.27 0.12
H -6.547 4.311 -2.913 -0.17 0.07 -0.04 0.30
H -3.441 5.043 -2.311 0.05 0.17 0.09 0.36
C -1.013 -4.392 0.456 -0.07 0.10 -0.09 -1.15
C -2.505 -4.666 0.365 0.15 -0.13 -0.01 0.54
C -2.867 -6.028 0.937 -0.10 0.00 -0.02 -1.35
O -2.960 -4.553 -0.985 -0.07 0.05 0.04 -0.50
H -0.453 -5.133 -0.122 0.00 -0.04 0.04 0.34
H -0.783 -3.409 0.044 -0.01 0.00 0.01 0.25
H -0.655 -4.427 1.483 0.04 -0.01 0.02 0.31
H -3.049 -3.890 0.907 -0.04 0.02 -0.03 0.21
H -2.363 -6.820 0.375 0.05 0.01 0.02 0.36
H -3.942 -6.201 0.866 0.01 0.02 0.01 0.34
H -2.568 -6.109 1.983 0.02 0.00 -0.01 0.36
H -2.505 -5.223 -1.507 0.03 -0.01 -0.01 0.31
C 3.956 -4.461 3.147 -0.04 -0.10 -0.16 -0.98
C 2.659 -3.685 2.976 0.06 -0.06 0.24 0.73
C 2.312 -2.888 4.222 -0.11 0.07 -0.01 -1.32
O 1.592 -4.568 2.622 -0.01 0.05 -0.07 -0.46
H 3.861 -5.184 3.963 0.00 0.06 0.06 0.45
H 4.198 -5.013 2.239 0.01 0.04 -0.01 0.32
H 4.784 -3.791 3.374 0.01 -0.01 0.01 0.04
H 2.753 -3.003 2.129 -0.03 -0.02 -0.04 -0.06
H 2.180 -3.561 5.076 0.06 -0.01 0.01 0.35
H 1.376 -2.345 4.083 0.01 -0.01 -0.04 0.35
H 3.102 -2.174 4.460 0.01 -0.03 0.00 0.27
H 1.471 -5.187 3.350 0.01 -0.02 0.01 0.32
C 5.147 -2.125 -1.553 0.01 -0.15 -0.05 -1.08
C 5.043 -2.310 -0.048 0.12 0.23 -0.07 0.71
C 5.031 -0.976 0.684 -0.02 -0.06 0.11 -1.00
O 6.116 -3.127 0.429 -0.11 -0.07 0.11 -0.55
H 6.076 -1.609 -1.809 -0.04 0.09 0.01 -0.07
H 5.149 -3.092 -2.057 -0.04 -0.01 0.03 0.37
H 4.318 -1.531 -1.938 0.02 0.03 0.00 0.37
H 4.132 -2.861 0.191 0.05 -0.09 0.02 0.14
H 5.958 -0.430 0.489 -0.02 0.02 -0.06 0.35
H 4.952 -1.126 1.763 -0.03 0.00 -0.01 0.10
H 4.195 -0.355 0.359 0.01 0.01 -0.02 0.36
H 6.938 -2.666 0.229 0.03 -0.01 -0.02 0.34
C -3.759 8.198 0.349 0.01 0.09 -0.04 -1.09
C -5.256 8.138 0.089 0.10 -0.17 -0.01 0.33
C -5.852 6.813 0.532 -0.10 -0.03 -0.06 -0.87
O -5.534 8.373 -1.292 -0.03 0.08 0.04 -0.55
H -3.247 7.409 -0.211 -0.01 -0.04 0.04 0.18
H -3.351 9.156 0.024 -0.02 0.00 0.01 0.32
H -3.534 8.063 1.407 0.00 -0.02 0.00 0.36
H -5.746 8.956 0.619 -0.02 0.04 -0.05 0.29
H -5.397 5.991 -0.029 0.05 -0.07 0.05 0.02
H -6.925 6.791 0.340 0.00 0.04 0.02 0.31
H -5.685 6.629 1.594 0.03 0.01 0.00 0.37
H -5.122 7.664 -1.799 -0.01 -0.02 -0.02 0.34
C 7.479 -1.082 5.934 -0.01 0.08 -0.05 -1.42
C 6.003 -1.445 5.897 0.14 -0.16 0.02 0.38
C 5.739 -2.804 6.527 -0.09 0.00 -0.02 -1.15
O 5.511 -1.412 4.557 -0.02 0.08 0.00 -0.43
H 8.063 -1.816 5.370 0.00 -0.04 0.04 0.35
H 7.644 -0.105 5.481 -0.02 0.00 0.02 0.31
H 7.855 -1.061 6.957 0.00 -0.01 0.00 0.42
H 5.429 -0.682 6.425 -0.03 0.02 -0.03 0.27
H 6.273 -3.586 5.979 0.04 0.01 0.02 0.31
H 4.675 -3.042 6.493 0.00 0.02 0.01 0.21
H 6.069 -2.829 7.566 0.01 0.00 0.00 0.44
H 5.998 -2.073 4.050 0.03 0.02 -0.04 0.26
C 8.866 0.105 -2.878 -0.05 -0.05 0.06 -1.15
C 7.686 0.324 -3.812 0.14 0.13 0.02 0.46
C 8.023 1.298 -4.930 -0.09 0.01 -0.04 -1.39
O 6.544 0.769 -3.083 -0.03 -0.08 -0.01 -0.49
H 9.152 1.047 -2.402 0.02 0.02 -0.04 0.33
H 8.605 -0.601 -2.089 0.00 -0.01 -0.02 0.22
H 9.732 -0.281 -3.417 0.00 0.01 0.00 0.38
H 7.386 -0.632 -4.245 -0.05 -0.01 0.01 0.27
H 8.285 2.275 -4.514 0.05 -0.01 0.01 0.36
H 7.166 1.434 -5.589 0.00 -0.02 0.00 0.33
H 8.867 0.943 -5.523 0.01 0.00 0.01 0.38
H 6.760 1.617 -2.681 0.00 0.02 0.00 0.32
C -7.425 1.633 0.470 -0.02 -0.02 -0.09 -1.04
C -7.182 0.152 0.716 0.01 0.20 0.13 0.45
C -7.545 -0.253 2.136 0.04 -0.11 0.00 -1.47
O -5.823 -0.184 0.432 -0.03 -0.14 -0.06 -0.39
H -6.804 2.234 1.138 -0.01 0.01 0.02 0.36
H -7.155 1.903 -0.550 0.01 0.00 0.00 0.04
H -8.471 1.896 0.642 0.00 -0.03 0.02 0.42
H -7.771 -0.438 0.011 0.04 -0.03 -0.03 0.26
H -6.932 0.298 2.855 -0.03 0.05 -0.01 0.37
H -7.365 -1.318 2.290 -0.01 0.00 -0.02 0.33
H -8.594 -0.042 2.351 0.00 0.01 0.00 0.39
H -5.266 0.333 1.025 0.03 0.05 -0.03 0.27
```
Forces are in eV/Å.



Which formula does entry 1 have? C5H3Br